Entry 1:
A molecular structure, C32H54N2O3P2Sm, computed with the ωB97M-V functional and the def2-TZVPD basis.

The geometry in XYZ format:
```
94
C32H54N2O3P2Sm, DFT the ωB97M-V functional and the def2-TZVPD basis
Sm -1.62052 2.14310 -3.77842
C -0.87156 -2.11705 0.82420
C 0.51579 -2.21697 0.45063
C 0.35386 -0.63056 2.10225
C -0.95772 -1.13253 1.84465
C 1.26074 -1.28857 1.22399
C -1.99798 -2.93356 0.29041
H -1.98309 -3.01958 -0.80334
H -2.96107 -2.51434 0.59366
H -1.93817 -3.95516 0.67931
C -2.18196 -0.70064 2.55341
H -3.07556 -1.03280 2.02712
H -2.21267 0.39337 2.63736
H -2.23495 -1.10874 3.56943
C 0.70994 0.36154 3.14276
H 0.90729 -0.11725 4.11675
H -0.11660 1.07507 3.27264
H 1.61250 0.92284 2.86822
C 2.72526 -1.06971 1.15197
H 3.27061 -1.84947 1.68989
H 3.00327 -0.10778 1.58313
H 3.07964 -1.09354 0.11539
C 1.12483 -3.09095 -0.58846
H 1.90917 -3.72722 -0.15038
H 1.62761 -2.50927 -1.37971
H 0.39731 -3.76044 -1.06148
C -2.29047 2.14195 -5.87337
C -2.18577 0.73381 -5.43002
C -1.65174 -0.18619 -6.49885
C -0.17145 -0.10374 -6.86452
C 0.62926 0.45645 -5.74131
C 0.64926 1.73564 -5.22345
C 0.20245 2.98801 -5.90734
C -1.20135 2.85270 -6.58848
H -2.25679 0.01516 -7.38152
H -0.02685 0.45918 -7.79586
H -1.86618 -1.21839 -6.27103
H -1.03764 2.44049 -7.58543
H -3.32808 2.60858 -5.83722
H -3.23774 0.48128 -5.10933
H -1.51688 3.85136 -6.87939
H 0.12930 3.73614 -5.11364
H 1.52350 1.88238 -4.56208
H 0.94484 3.41822 -6.60704
H 0.24938 -1.10768 -7.09504
H 1.40289 -0.27430 -5.38777
P -0.86424 -1.22580 -2.08960
P 2.80259 0.75738 -1.42848
C 0.36337 0.03315 -2.79202
C 0.94725 1.18342 -1.96295
H -0.14845 0.21966 -3.79536
H 1.16371 -0.66294 -3.09019
H 0.93699 2.15665 -2.57154
H 0.31466 1.29635 -1.09119
C 3.40508 2.45980 -1.09903
H 4.11015 2.37859 -0.24378
H 2.55879 3.09573 -0.76462
H 3.91452 2.90610 -1.98236
C 3.54400 0.40374 -3.08917
H 3.76557 1.30987 -3.68359
H 2.95589 -0.28456 -3.71799
H 4.48720 -0.14396 -2.88603
C -2.47878 -0.34529 -2.10572
H -3.13681 -1.24751 -2.01644
H -2.65541 0.04530 -3.14093
H -2.66558 0.43994 -1.32146
C -0.88894 -2.07423 -3.73309
H -0.18489 -2.95464 -3.77053
H -0.53121 -1.50426 -4.62876
H -1.92606 -2.35802 -3.89402
C 0.79004 4.34323 3.54681
C -0.08737 5.14585 2.59812
C -1.55253 4.70883 2.46493
C -2.32031 4.90781 3.80427
C -1.81304 4.16414 5.03808
C -2.16813 5.56673 1.35321
O -2.65763 6.66882 1.55283
N -2.13145 5.02921 0.05015
C -1.86119 3.71044 -0.35107
O -1.89939 3.33827 -1.59238
N -1.58998 2.86431 0.64187
C -1.65416 3.22635 1.95973
O -1.76218 2.34152 2.85219
H 0.88435 4.82468 4.53110
H 1.81267 4.25663 3.15007
H 0.41750 3.31978 3.70582
H -0.05846 6.19838 2.92028
H 0.36934 5.10069 1.60095
H -2.34875 5.96656 4.07019
H -3.36384 4.60215 3.67820
H -0.88326 4.57873 5.45665
H -2.55553 4.18860 5.85453
H -1.64180 3.10201 4.79639
H -2.37617 5.70466 -0.66865
```

Output
frontier orbital gap (spin up / spin down): 4.062 / 3.479 eV
spin multiplicity: 6
molar mass: 727.10 g/mol
E: -2927.1532 hartree
total charge: +1

---

Entry 2:
A molecular structure, C32H54N2O3P2Y, computed with the ωB97M-V functional and the def2-TZVPD basis.

The geometry in XYZ format:
```
94
C32H54N2O3P2Y, DFT the ωB97M-V functional and the def2-TZVPD basis
Y 1.29047 -0.41733 0.26757
C -2.37329 -1.73219 0.88576
C -2.22626 -1.81705 -0.52060
C -0.70179 -3.23430 0.45109
C -1.46506 -2.64943 1.48575
C -1.21593 -2.78033 -0.79405
C -3.40332 -0.89864 1.52445
H -4.40106 -1.21093 1.17716
H -3.28632 0.16861 1.26563
H -3.39091 -1.01551 2.61024
C -1.31375 -3.03253 2.90419
H -2.13666 -2.66748 3.52156
H -0.36737 -2.64862 3.32131
H -1.27697 -4.13104 3.01331
C 0.37269 -4.21593 0.71422
H -0.02403 -5.13235 1.18022
H 1.10887 -3.78896 1.42289
H 0.92302 -4.50642 -0.18405
C -0.84470 -3.32276 -2.11580
H -1.18364 -4.36570 -2.23526
H 0.24662 -3.31954 -2.25058
H -1.30789 -2.73343 -2.91350
C -3.09441 -1.10091 -1.48169
H -4.05519 -1.62451 -1.62766
H -2.63937 -0.98459 -2.47185
H -3.32755 -0.09743 -1.09500
C -1.52418 3.45780 -2.15052
C -2.69898 3.51296 -2.79181
C -2.97181 2.91371 -4.13909
C -1.76261 2.87264 -5.10528
C -1.12305 1.52225 -5.23694
C -0.84220 0.68903 -4.22447
C -0.83514 1.09815 -2.77777
C -0.39422 2.55398 -2.53454
H -3.75267 3.53588 -4.60579
H -1.02890 3.64090 -4.83610
H -3.39049 1.90246 -4.03517
H 0.19387 2.95374 -3.37300
H -1.34022 4.06394 -1.25291
H -3.55973 4.01398 -2.32479
H 0.27082 2.55260 -1.66820
H -1.83152 0.96690 -2.32435
H -0.58946 -0.36373 -4.41172
H -0.17335 0.40065 -2.20922
H -2.13826 3.14402 -6.09917
H -0.88893 1.22771 -6.26632
P 2.98317 1.24133 -0.93964
P 2.77027 -1.90772 -1.38939
C 4.39801 0.36225 -1.81960
C 4.46133 -1.13568 -1.47525
H 5.33796 0.86564 -1.54765
H 4.25454 0.50426 -2.90478
H 5.04487 -1.70311 -2.22151
H 4.92161 -1.29358 -0.48427
C 3.17332 -3.69726 -1.29514
H 2.33265 -4.31456 -1.64661
H 3.38271 -3.96471 -0.24445
H 4.06735 -3.91346 -1.90555
C 2.24378 -1.75336 -3.15279
H 3.11696 -1.64201 -3.81290
H 1.58545 -0.88539 -3.29684
H 1.68713 -2.65028 -3.45427
C 3.85152 2.26688 0.31727
H 3.10636 2.85831 0.87002
H 4.56345 2.94789 -0.17356
H 4.39311 1.63705 1.03662
C 2.75180 2.53259 -2.23641
H 2.23446 2.10060 -3.10927
H 3.71006 2.95778 -2.57192
H 2.12393 3.33774 -1.83268
C 0.45490 1.05693 6.58203
C 0.84893 0.58215 5.18953
C -0.16822 0.90169 4.06929
C -1.62179 0.42247 4.32339
C -1.78395 -0.79363 5.21358
C -0.28133 2.41651 3.85412
O 0.20552 3.29010 4.55718
N -1.10132 2.73968 2.76162
C -1.01273 2.04226 1.56732
O -1.69937 2.28926 0.58705
N -0.05463 1.02713 1.59306
C 0.31886 0.41830 2.73328
O 1.14098 -0.57491 2.54768
H 0.22461 2.12616 6.55259
H 1.30423 0.92413 7.26089
H -0.39065 0.51092 7.00930
H 1.77397 1.08604 4.88480
H 1.08985 -0.48942 5.20895
H -2.17865 1.27490 4.75540
H -2.09190 0.24522 3.33424
H -1.77236 -0.51608 6.27196
H -2.75031 -1.27384 5.01370
H -0.99807 -1.53398 5.04077
H -1.47754 3.67658 2.69070
```

Output
frontier orbital gap (spin up / spin down): 4.539 / 4.540 eV
molar mass: 665.65 g/mol
E: -2307.7703 hartree
total charge: +1